1.
Entry from the Open Molecules 2025 dataset: 2 unconnected molecules or ions with the total composition C9H12NO4 at a distorted geometry (ωB97M-V/def2-TZVPD).

Values from the calculation:
**Total energy**: -19204.1189 eV
**LUMO**: 3.25 eV
**HOMO**: -2.272 eV
**Net charge**: -1
**Kohn-Sham gap**: 5.52 eV
**Maximum force**: 4.94 eV Å⁻¹

Structure (XYZ):
```
26
Properties=species:S:1:pos:R:3:mulliken_charge:R:1
C -2.90271 2.32053 -0.56287 -0.4480
C -2.94547 1.78320 0.63432 -0.4530
C -4.19868 -1.74755 0.21773 0.7239
C -0.43113 0.42747 -0.22358 0.5347
C -3.05772 0.87652 -0.61226 -0.4530
C 1.84566 -0.69470 1.43049 -1.4261
C 2.45204 -1.53543 -0.81233 -1.8271
C 2.55410 1.09927 -0.27194 -1.8279
C 1.93819 -0.33105 -0.03577 1.7412
N -1.45748 0.27976 -1.03901 -0.2850
O -4.35983 -2.06799 -0.88802 -0.3442
O -4.18186 -1.62773 1.36824 -0.3973
O -0.28453 1.25791 0.67848 -0.6206
O 0.60792 -0.45914 -0.54793 -0.3835
H -2.63559 3.22401 -1.04546 0.3504
H -2.68549 1.85560 1.66521 0.3659
H 1.73445 0.17492 2.14234 0.2629
H 1.03334 -1.38679 1.51468 0.4321
H 2.69910 -1.37955 1.91921 0.2732
H 2.45306 -1.32678 -1.84020 0.4335
H 1.88374 -2.45447 -0.58243 0.3776
H 3.51761 -1.72454 -0.55975 0.4122
H 3.56825 0.97659 0.06289 0.4544
H 2.37029 1.17522 -1.26918 0.4818
H 2.06029 1.68343 0.41659 0.3969
H -1.57755 -0.39871 -1.75944 0.2251
```

2.
Entry from the Open Molecules 2025 dataset: 3 unconnected molecules or ions with the total composition C15H26Br4ClN2 (ωB97M-V/def2-TZVPD).

Values from the calculation:
**Total energy**: -311642.9433 eV
**LUMO**: -4.70 eV
**HOMO**: -11.899 eV
**Net charge**: +1
**Kohn-Sham gap**: 7.20 eV
**Maximum force**: 0.85 eV Å⁻¹

Structure (XYZ):
```
48
Properties=species:S:1:pos:R:3:mulliken_charge:R:1
C -1.23099 2.72467 2.06537 -1.0534
C -2.02772 1.94733 0.99797 -0.9676
C -1.15132 1.06844 0.09496 -0.1938
C -0.52993 1.87375 -1.06121 -0.6139
C 0.96599 1.85533 -1.11362 0.1485
C 1.67481 2.90581 -1.72403 -0.3831
C 3.06087 2.90957 -1.77872 0.2737
C 3.82792 4.03762 -2.41989 0.1978
Cl 3.44836 5.52477 -1.46502 -0.1298
C 5.33432 3.84762 -2.51636 -0.9092
C 6.10024 3.95656 -1.18955 -1.2068
C 3.68364 1.78522 -1.22022 -0.5488
N 2.92519 0.84921 -0.68219 0.1804
N 1.61236 0.82679 -0.59474 -0.5002
H -0.21320 2.35607 2.16857 0.3054
H -1.17120 3.78215 1.81053 0.2742
H -1.73094 2.67184 3.02639 0.3283
H -2.77973 1.33009 1.48169 0.4326
H -2.58427 2.66425 0.39480 0.4423
H -0.37408 0.64385 0.72136 0.3647
H -1.75089 0.25031 -0.28105 0.0352
H -0.91780 1.54599 -2.02442 0.3846
H -0.81032 2.92089 -0.95064 0.4079
H 1.11468 3.73456 -2.13373 0.4903
H 3.41082 4.24086 -3.39974 0.4724
H 5.55732 2.91078 -3.02491 0.4298
H 5.69718 4.64079 -3.16486 0.3759
H 6.38673 4.98271 -0.99409 0.4038
H 7.00881 3.36244 -1.23538 0.3195
H 5.51884 3.62791 -0.33031 0.3938
H 4.74964 1.63874 -1.22340 0.5392
H 3.37831 0.03638 -0.28258 0.2896
Br -1.12557 -2.36509 -1.25258 -0.1643
C -1.66106 -3.84248 -0.10042 -0.5439
C -2.54889 -3.36737 1.01494 -0.1763
Br -1.54752 -2.37981 2.36277 -0.1508
H -0.74519 -4.29865 0.25924 0.4183
H -2.19178 -4.54289 -0.74028 0.2811
H -2.99398 -4.21274 1.53350 -0.0956
H -3.33378 -2.70423 0.66680 0.4097
Br -3.84411 -6.91552 0.56439 -0.1266
C -4.76565 -7.54804 2.15758 -0.5843
C -5.91923 -6.65096 2.51481 -0.5613
Br -5.30433 -4.96322 3.26379 -0.1262
H -4.02138 -7.59581 2.94515 0.3651
H -5.11256 -8.55091 1.92093 0.3582
H -6.53557 -7.11135 3.28319 0.3446
H -6.53302 -6.40419 1.65521 0.3694
```

3.
Entry from the Open Molecules 2025 dataset: a molecular structure, C35H65BrHgN6O5SSbSi3 (ωB97M-V/def2-TZVPD).

Values from the calculation:
**Total energy**: -171753.2827 eV
**LUMO (spin up / spin down)**: -0.46 / -0.46 eV
**HOMO (spin up / spin down)**: -7.282 / -7.489 eV
**Kohn-Sham gap (spin up / spin down)**: 6.82 / 7.03 eV
**Spin multiplicity**: 2
**⟨S²⟩**: 0.7557
**Maximum force**: 0.83 eV Å⁻¹

Structure (XYZ):
```
118
Properties=species:S:1:pos:R:3:mulliken_charge:R:1
Hg -0.47716 0.23176 -0.80792 2.4861
Br 5.55185 -1.17927 4.09806 -0.1044
C 3.84447 -1.25770 3.27606 -0.4936
C 2.75159 -1.66997 4.01739 -1.0587
C 1.49759 -1.66795 3.42615 -0.0075
C 1.33387 -1.27288 2.09903 -0.5800
C 2.44499 -0.85543 1.38035 -0.1423
C 3.70300 -0.85098 1.96024 -1.0341
N 0.06494 -1.18353 1.45754 1.7119
C -0.89351 -1.92377 1.81319 -0.9866
C -2.23778 -1.75382 1.23425 -0.1048
C -3.29836 -2.54131 1.64600 -0.7335
C -4.54317 -2.32320 1.07001 -0.7006
C -4.67452 -1.33059 0.11356 -0.9960
C -3.55098 -0.58850 -0.23601 -0.8390
N -2.36809 -0.80549 0.31835 0.5593
H 2.87154 -1.96606 5.05003 0.4251
H 0.63705 -1.92321 4.02834 0.4496
H 2.30601 -0.54052 0.35547 0.4912
H 4.56573 -0.51850 1.39925 0.7701
H -0.79481 -2.71553 2.56062 0.2929
H -3.15206 -3.29867 2.40585 0.5557
H -5.39585 -2.91859 1.36933 0.4392
H -5.62312 -1.12886 -0.36371 0.5035
H -3.59287 0.19135 -0.98333 0.7235
O -2.50822 2.39753 0.44180 -0.6174
N -2.29555 3.21107 -0.56988 0.1640
C 4.26275 2.34509 3.21161 -1.1721
N 2.91505 2.05509 2.77746 1.1291
C 1.97203 1.51337 3.55711 0.2130
N 2.33877 1.22950 4.83920 -0.3740
S 0.40821 1.25022 3.01000 -0.3123
H 4.76172 2.91529 2.43252 0.3412
H 4.84532 1.43441 3.39044 0.2089
H 4.26428 2.94773 4.12303 0.4401
H 2.63071 2.29228 1.82591 -0.7933
H 3.30572 1.06497 5.06402 0.2191
H 1.65880 0.70229 5.36173 0.3070
O 1.19790 -2.18543 -1.02135 -0.0886
C 1.25486 -3.27601 -1.55446 -0.6610
C 2.39968 -4.22517 -1.28875 -0.9189
C 1.79225 -5.45090 -0.55806 -0.8772
C 0.54901 -5.12750 0.30628 0.2101
C -0.80677 -5.15088 -0.43155 -1.0186
C -1.01194 -4.00117 -1.42531 0.1078
N 0.20220 -3.85055 -2.23351 0.1131
H 3.12084 -3.71186 -0.65521 0.3093
H 2.90167 -4.51454 -2.21499 0.3855
H 2.56262 -5.88428 0.08074 0.4651
H 1.52517 -6.22660 -1.28108 0.3350
H 0.68768 -4.15284 0.78802 -0.3669
H 0.50056 -5.86279 1.11175 0.4615
H -1.61699 -5.13695 0.30382 0.4463
H -0.88769 -6.10314 -0.96847 0.3535
H -1.17880 -3.04995 -0.93240 -0.3749
H -1.86731 -4.17411 -2.07697 0.4729
H 0.46747 -4.72528 -2.66768 0.4133
C -1.82837 0.73575 -4.28619 -0.7890
C -1.16657 -0.54004 -3.77404 1.7699
C 0.34210 -0.44881 -4.00140 -1.0180
C -1.73515 -1.71773 -4.57288 -2.0225
O -1.49144 -0.74375 -2.41643 -0.8964
H -1.44892 1.02540 -5.26938 0.4962
H -1.64276 1.54942 -3.58174 -0.5396
H -2.90588 0.59154 -4.36618 0.4821
H 0.57389 -0.33259 -5.06417 0.5628
H 0.82575 -1.35041 -3.63495 -0.2791
H 0.76517 0.40181 -3.46065 0.0241
H -1.64842 -1.54043 -5.64863 0.3747
H -2.79246 -1.84424 -4.32648 0.4125
H -1.20304 -2.63357 -4.32355 0.2674
C -0.95718 6.21869 0.40755 -0.7566
Si -0.11834 4.74875 1.20416 0.9000
C 1.63660 5.23167 1.63088 -1.1182
C -1.14160 4.36428 2.70050 -0.9970
Sb -0.04330 2.93447 -0.65851 1.0280
Si -3.85722 3.70965 -1.28682 -0.0508
C -3.85997 5.54408 -1.64666 -1.2354
C -5.22716 3.30647 -0.09631 -0.9794
C -4.16395 2.84132 -2.90437 -0.7637
Si 0.95032 4.18530 -2.72868 0.8393
C 0.42214 5.98171 -2.67875 -1.0626
C 2.81609 4.17988 -2.69443 -1.1700
C 0.39873 3.52632 -4.37854 -1.0907
H -1.29528 6.89021 1.20234 0.4512
H -1.82924 5.91126 -0.16343 -0.3542
H -0.29850 6.77824 -0.24901 0.3200
H 1.65841 6.26649 1.98319 0.5896
H 2.28982 5.14047 0.76139 0.1530
H 2.03709 4.58743 2.41591 0.2085
H -1.23825 5.28575 3.28335 0.4201
H -0.70637 3.58533 3.32018 0.3045
H -2.13714 4.03223 2.39639 0.1614
H -3.86183 6.13954 -0.73230 0.3053
H -4.76502 5.79243 -2.20856 0.4025
H -3.00261 5.84919 -2.25200 0.2662
H -5.23523 4.00796 0.74060 0.2919
H -5.09702 2.30630 0.31808 0.2264
H -6.19412 3.36342 -0.60216 0.3581
H -3.49980 3.21310 -3.68740 0.2890
H -5.19511 3.01706 -3.22387 0.5178
H -4.00733 1.76541 -2.82969 0.0098
H 0.94200 6.53079 -1.89396 0.2843
H -0.65135 6.10265 -2.52557 0.1876
H 0.68178 6.43924 -3.63814 0.4640
H 3.21475 4.37706 -1.69796 0.2447
H 3.16806 4.96530 -3.36901 0.5519
H 3.20203 3.21860 -3.03388 0.2441
H -0.67911 3.60753 -4.52332 0.2602
H 0.68219 2.48391 -4.52160 0.1641
H 0.89678 4.13362 -5.14040 0.5155
C 4.21775 1.37004 -0.42819 -0.9826
C 2.78980 1.73476 -0.78437 -0.0022
O 2.20937 2.61061 -0.03230 -0.5175
O 2.26141 1.19962 -1.75622 -0.3857
H 4.64369 2.05889 0.29763 0.2007
H 4.82098 1.36914 -1.33458 0.5074
H 4.23340 0.36037 -0.02056 -0.1931
```